1.
C32H53NP2Tl as an isolated structure at a distorted geometry. Source: OMol25; level of theory: the ωB97M-V functional and the def2-TZVPD basis.

Positions of all 89 atoms, in Å:
Tl -4.101 1.534 -4.078
C 1.852 -0.356 1.391
C 2.314 -0.403 0.041
C 1.202 1.580 0.337
C 1.061 0.814 1.526
C 1.913 0.794 -0.596
C 2.291 -1.261 2.479
H 2.684 -2.212 2.116
H 1.503 -1.476 3.189
H 3.118 -0.816 3.059
C 0.258 1.244 2.672
H -0.154 0.411 3.253
H -0.591 1.812 2.288
H 0.812 1.906 3.350
C 0.706 2.950 0.166
H 0.994 3.583 1.006
H -0.515 2.981 0.221
H 1.049 3.447 -0.745
C 2.295 1.250 -1.940
H 3.329 1.592 -1.959
H 1.685 2.092 -2.250
H 2.179 0.472 -2.688
C 3.137 -1.481 -0.521
H 3.991 -1.102 -1.086
H 2.559 -2.119 -1.205
H 3.505 -2.145 0.264
C -2.108 -2.708 0.190
C -1.464 -3.846 0.428
C -0.284 -4.351 -0.338
C -0.337 -4.076 -1.837
C 0.181 -2.776 -2.282
C -0.575 -1.750 -2.715
C -1.709 -1.155 -1.948
C -2.562 -2.192 -1.182
H -0.251 -5.448 -0.206
H -1.381 -4.220 -2.143
H 0.648 -3.952 0.107
H -2.604 -3.089 -1.819
H -2.206 -1.905 0.962
H -1.702 -4.397 1.324
H -3.627 -1.885 -1.132
H -1.352 -0.318 -1.321
H -0.258 -1.248 -3.635
H -2.389 -0.676 -2.686
H 0.215 -4.860 -2.374
H 1.272 -2.666 -2.254
P -3.367 -2.803 -4.026
C -4.982 -3.571 -3.712
C -2.587 -4.311 -4.778
P -2.506 -0.323 -5.613
C -3.717 -1.707 -5.419
C -1.274 -1.297 -6.623
C -3.376 0.310 -7.105
H -5.740 -2.793 -3.636
H -4.947 -4.115 -2.765
H -5.243 -4.263 -4.511
H -3.247 -4.731 -5.544
H -2.433 -5.078 -4.008
H -1.610 -4.096 -5.221
H -3.707 -0.535 -7.716
H -2.707 0.937 -7.699
H -4.243 0.907 -6.805
H -4.700 -1.265 -5.245
H -3.746 -2.301 -6.330
H -0.841 -0.642 -7.382
H -1.740 -2.140 -7.144
H -0.439 -1.678 -6.026
C -0.763 5.574 4.751
N -1.690 4.737 4.029
C -2.035 3.547 4.773
C -1.289 4.531 2.646
C -2.283 3.748 1.804
C -3.682 3.912 1.998
C -4.556 3.014 1.348
C -4.024 1.974 0.553
C -2.638 1.960 0.262
C -1.788 2.908 0.799
H -1.203 5.822 5.717
H -0.580 6.483 4.178
H 0.201 5.073 4.929
H -2.977 3.124 4.422
H -1.266 2.759 4.734
H -2.155 3.840 5.819
H -1.114 5.528 2.204
H -0.305 4.002 2.611
H -4.040 4.696 2.669
H -5.616 3.147 1.455
H -4.653 1.168 0.194
H -2.243 1.222 -0.433

As for the net charge: +1. The spin multiplicity is 1. The orbital gap (alpha / beta) is 4.519 / 4.515 eV. As for the LUMO energy (alpha / beta): -4.3 / -4.3 eV.

---

2.
C32H54AsCl3MgN10O4 as an isolated structure at a distorted geometry. Source: OMol25; level of theory: the ωB97M-V functional and the def2-TZVPD basis.

Positions of all 105 atoms, in Å:
Mg -12.325 -3.929 18.073
C -13.907 1.028 19.292
N -14.126 -0.388 18.980
C -15.486 -0.757 18.541
C -13.294 -1.421 19.165
O -13.637 -2.594 18.859
C -11.923 -1.321 19.745
O -11.005 -2.124 18.921
C -10.247 -1.436 17.874
C -11.124 -1.463 16.655
O -11.956 -2.399 16.509
N -11.127 -0.311 15.887
C -12.181 -0.253 14.891
C -9.983 0.600 15.906
H -13.684 1.575 18.364
H -13.136 1.185 20.083
H -14.882 1.490 19.567
H -15.735 -0.200 17.619
H -16.147 -0.357 19.277
H -15.521 -1.856 18.428
H -11.929 -1.713 20.789
H -11.555 -0.285 19.788
H -9.385 -2.097 17.757
H -9.973 -0.382 18.045
H -12.102 0.648 14.246
H -13.193 -0.342 15.284
H -12.043 -1.201 14.282
H -10.030 1.306 16.767
H -9.934 1.214 15.031
H -9.105 -0.015 15.939
Cl -14.123 -8.225 15.313
C -15.166 -6.746 15.587
Cl -15.449 -5.907 13.919
Cl -16.641 -7.118 16.415
C -14.261 -5.845 16.324
N -13.671 -5.071 16.985
C -11.074 -4.862 14.547
N -9.811 -5.350 15.105
C -8.729 -5.229 14.120
C -9.595 -5.323 16.419
O -10.380 -4.668 17.204
N -8.396 -5.909 16.870
C -8.028 -7.246 16.409
C -7.761 -5.401 18.067
H -10.812 -3.878 14.137
H -11.900 -4.684 15.226
H -11.390 -5.612 13.718
H -9.193 -5.406 13.114
H -7.967 -5.937 14.268
H -8.300 -4.262 14.218
H -8.417 -7.526 15.441
H -8.557 -7.922 17.077
H -6.964 -7.478 16.446
H -8.002 -4.343 18.180
H -6.660 -5.431 17.942
H -8.025 -5.862 18.981
C -13.044 -7.252 19.826
C -12.052 -6.325 20.445
N -11.692 -5.144 19.855
C -10.651 -4.679 20.627
C -10.379 -5.529 21.652
N -11.317 -6.555 21.612
C -11.509 -7.596 22.639
N -12.490 -7.385 23.629
N -12.880 -8.595 24.155
N -13.889 -8.461 24.974
C -14.018 -7.118 25.209
C -15.043 -6.475 25.941
C -15.149 -5.089 25.727
C -14.476 -4.457 24.691
C -13.326 -4.997 24.114
C -13.191 -6.373 24.329
H -12.902 -8.235 20.299
H -12.897 -7.266 18.742
H -14.124 -6.910 19.973
H -10.080 -3.767 20.448
H -9.611 -5.436 22.374
H -10.540 -7.914 23.094
H -11.846 -8.494 22.074
H -15.627 -7.008 26.642
H -15.866 -4.508 26.317
H -14.880 -3.519 24.423
H -12.666 -4.408 23.449
C -3.309 -0.969 9.962
C -3.145 -0.407 11.349
As -4.859 -0.390 12.253
C -5.023 -2.120 13.143
C -3.804 -3.074 13.212
C -4.182 0.711 13.840
C -4.405 2.136 13.492
H -2.613 -0.382 9.340
H -4.339 -0.872 9.608
H -3.013 -2.032 9.952
H -2.818 0.654 11.274
H -2.488 -0.822 12.061
H -5.819 -2.628 12.583
H -5.298 -1.907 14.165
H -2.852 -2.494 13.270
H -3.745 -3.634 12.272
H -3.843 -3.710 14.054
H -3.102 0.450 13.873
H -4.775 0.408 14.715
H -3.815 2.522 12.624
H -4.137 2.805 14.363
H -5.422 2.326 13.067

As for the net charge: +2. The spin multiplicity is 1. The orbital gap is 6.005 eV. As for the LUMO energy: -5.3 eV. As for the energy relative to the best compared isomer or geometry (same formula, charge and spin): 263.9 kJ/mol.